# C24H38BrClN2O4PtS2Si

A structure of composition C24H38BrClN2O4PtS2Si (ωB97M-V/def2-TZVPD, the Open Molecules 2025 dataset).

Geometry as ORCA input:
```
! RIJCOSX wB97M-V def2-TZVPD def2/J DEFGRID3
* xyz 0 1
Pt -1.57824 2.27661 -0.47413
O -2.63236 -0.85431 3.97077
C -1.73095 -0.00026 4.49063
C -1.40368 -0.17033 5.83695
C -0.47871 0.65571 6.44039
C 0.14638 1.66770 5.71918
C -0.17559 1.83732 4.38937
C -1.11220 1.02112 3.75443
C -1.37400 1.26951 2.31800
O -0.71177 2.15458 1.71763
N -2.28116 0.47681 1.73578
N -2.45014 0.75979 0.38228
C -3.40088 0.10512 -0.19203
S -4.37299 -1.01884 0.72280
C -5.28254 -1.61994 -0.72884
C -5.41677 -0.46426 -1.70144
S -3.77790 0.29047 -1.88415
H -2.75218 -0.61919 3.02344
H -1.89335 -0.96221 6.38216
H -0.24105 0.51009 7.48454
H 0.87135 2.31306 6.19436
H 0.29142 2.61161 3.79642
H -6.25685 -1.96394 -0.38360
H -4.74650 -2.45531 -1.18288
H -6.11494 0.28264 -1.32392
H -5.74262 -0.79672 -2.68496
Cl -4.23797 5.46560 -3.02472
C -3.00237 5.72285 -1.76561
C -2.51466 4.40102 -1.25012
O -1.31508 4.03920 -1.50377
O -3.25159 3.65012 -0.55949
H -3.47145 6.27542 -0.95400
H -2.18432 6.28888 -2.20541
C 3.44924 -1.24965 0.95838
C 2.20223 -0.41235 0.61379
C 2.48789 1.04952 0.98521
C 1.06822 -0.89085 1.53115
Si 1.73212 -0.63223 -1.23194
Br 0.41855 1.19383 -1.82606
C 0.64246 -2.17668 -1.58948
C 0.43777 -2.38653 -3.09605
C -0.75487 -2.05202 -0.97157
C 1.30858 -3.44472 -1.03002
C 3.20464 -0.39828 -2.45942
C 4.12987 0.74322 -2.01579
C 4.03651 -1.68924 -2.53385
C 2.77141 -0.04456 -3.89253
H 3.62505 -1.16680 2.03363
H 4.35190 -0.90659 0.45960
H 3.32480 -2.30830 0.73825
H 2.81205 1.07097 2.02916
H 1.59335 1.66539 0.91733
H 3.27490 1.50277 0.38987
H 1.33915 -0.67064 2.56673
H 0.89042 -1.96122 1.46638
H 0.13565 -0.37662 1.32529
H -0.00903 -1.51801 -3.57688
H -0.24492 -3.22692 -3.23814
H 1.35986 -2.63296 -3.61492
H -1.25420 -1.14344 -1.29643
H -0.75537 -2.06988 0.11798
H -1.36137 -2.89393 -1.31573
H 2.27641 -3.65023 -1.48364
H 0.66349 -4.30044 -1.24525
H 1.44059 -3.41126 0.04579
H 4.62432 0.55920 -1.06608
H 3.59936 1.69218 -1.94396
H 4.91169 0.86255 -2.76905
H 4.37096 -2.04805 -1.56466
H 4.93056 -1.49445 -3.13063
H 3.49669 -2.49562 -3.02426
H 2.26628 0.91782 -3.94114
H 2.12773 -0.78707 -4.35291
H 3.67073 0.03220 -4.50823
*
```

***

# C24H38N10O14

A cluster of 9 separate species, C24H38N10O14 in total (ωB97M-V/def2-TZVPD, the Open Molecules 2025 dataset).

Geometry as ORCA input:
```
! RIJCOSX wB97M-V def2-TZVPD def2/J DEFGRID3
* xyz -2 1
C -10.61498 -31.07068 11.56515
O -9.56012 -31.84831 11.48543
O -11.82113 -31.52867 11.44767
O -10.46919 -29.86787 11.94258
C -6.75719 -30.21478 7.55807
C -6.60910 -30.43986 6.21033
C -7.41921 -31.28078 5.48934
C -8.51935 -31.83584 6.17695
C -8.66657 -31.66888 7.53193
C -7.80817 -30.80983 8.23881
O -7.94014 -30.65793 9.56602
O -7.28716 -31.50940 4.13304
H -6.18841 -29.49015 8.12674
H -5.83098 -30.00078 5.59020
H -9.28496 -32.47168 5.73820
H -9.41394 -32.15736 8.14672
H -8.60574 -31.24445 9.99038
H -8.19249 -31.69477 3.86313
C -10.57287 -34.47152 9.54459
C -10.74638 -35.22653 8.38623
C -10.44288 -36.59769 8.41507
C -9.97185 -37.22698 9.52927
C -9.75619 -36.46478 10.68368
C -10.10396 -35.12190 10.68996
O -10.21143 -34.49672 11.90515
O -10.69097 -37.36612 7.27681
H -10.88882 -33.43668 9.59239
H -11.31523 -34.85841 7.54371
H -9.81420 -38.29468 9.62223
H -9.25888 -36.80637 11.58300
H -10.25160 -33.53619 11.66007
H -10.65360 -38.30177 7.48038
C -15.60418 -32.80741 9.00939
C -16.16515 -34.03694 8.67400
C -15.46089 -35.15968 9.01617
C -14.29054 -35.08639 9.74324
C -13.90944 -33.85865 10.28391
C -14.60229 -32.67747 9.95436
O -14.11947 -31.45971 10.23037
O -15.94791 -36.41976 8.66090
H -16.02897 -31.93331 8.52827
H -16.96292 -34.09156 7.94086
H -13.76571 -36.02295 9.88408
H -13.02368 -33.88717 10.90471
H -13.27770 -31.57011 10.76621
H -16.43824 -36.33396 7.83952
C -12.69310 -28.74475 8.43014
O -13.47736 -28.47938 9.33237
N -11.67832 -29.63325 8.58048
N -12.99501 -28.47330 7.12295
H -11.79543 -30.26806 9.36136
H -11.13943 -29.95374 7.80009
H -12.40409 -28.76078 6.37011
H -13.93182 -28.15559 6.95291
C -9.25393 -33.22690 15.32702
O -9.37581 -33.11059 16.55136
N -9.08065 -32.14972 14.50437
N -9.39698 -34.42382 14.70012
H -9.13074 -32.23661 13.49630
H -9.14960 -31.27938 14.99862
H -9.73394 -35.17326 15.27933
H -9.63743 -34.50526 13.72001
C -10.47337 -26.09931 11.89712
O -11.56883 -26.25128 12.44692
N -9.95380 -24.85230 11.74684
N -9.70587 -27.09457 11.39414
H -8.99342 -24.81772 11.46712
H -10.63296 -24.13428 11.92252
H -10.12545 -28.02549 11.49756
H -8.97201 -26.91821 10.74048
C -13.87789 -32.86949 14.05001
O -14.57845 -31.90946 13.74952
N -12.59672 -33.06798 13.71049
N -14.34531 -33.88937 14.87328
H -12.15014 -32.52347 12.95952
H -12.05382 -33.69152 14.27312
H -13.89821 -34.72144 15.19327
H -15.20996 -33.60703 15.31135
C -6.06229 -33.41339 12.52423
O -5.76073 -32.23874 12.71270
N -5.40055 -34.42074 13.16079
N -7.05948 -33.82860 11.68271
H -5.68249 -35.36444 12.99537
H -4.71029 -34.07554 13.80335
H -7.17196 -34.82524 11.64180
H -7.89303 -33.24701 11.69385
*
```

***

What did we get for HOMO-LUMO gap? Answer: 7.4396; 5.8976 eV, in the order shown.
What did we get for energy above the lowest of the compared OMol25 structures with the same formula, charge and spin? Answer: 28.5; 47.5 kcal/mol, in the order shown.
What did we get for E_LUMO? Answer: -0.43; 3.79 eV, in the order shown.